Version P
7
Properties=species:S:1:pos:R:3:mulliken_charge:R:1 method="wB97M-V/def2-TZVPD" charge=0 e_lumo_ev=0.774 mol_weight_g_mol=78.502 homo_lumo_gap_ev=8.7
Cl 2.3932 0.1563 0.0537 -0.155
N -0.2975 0.1839 -0.0772 0.214
N -1.5780 -0.1072 0.1488 -0.758
C 0.8272 -0.5224 -0.0062 -0.070
H 0.0560 1.2105 0.0975 0.241
H -2.2444 0.7560 -0.1311 0.195
H 0.8434 -1.6770 -0.0855 0.333

=====

Version Q
7
Properties=species:S:1:pos:R:3:mulliken_charge:R:1 method="wB97M-V/def2-TZVPD" charge=0 e_lumo_ev=0.103 mol_weight_g_mol=78.502 homo_lumo_gap_ev=10.2
Cl 2.6519 0.7346 0.2081 0.103
N -1.4886 0.5238 -0.2081 -0.656
N 2.1452 -0.8016 0.5966 0.013
C 1.7840 -1.8646 0.8813 -0.122
H -2.4584 0.9606 0.0029 0.231
H -1.0001 0.9088 -0.9988 0.209
H -1.6341 -0.4616 -0.4819 0.222

=====

Going by the energies, version Q is most stable and the next is 0.409 eV up.

=====

Version P
5
Properties=species:S:1:pos:R:3:mulliken_charge:R:1 method="wB97M-V/def2-TZVPD" charge=0 smiles=N#[N+][O-].Cl e_lumo_ev=0.587 mol_weight_g_mol=80.474 homo_lumo_gap_ev=12.4
Cl 2.3261 0.6507 0.0975 -0.269
O -1.8411 0.2307 -0.3756 -0.521
N -0.7910 -1.1855 1.0367 -0.276
N -1.3207 -0.5274 0.3225 0.802
H 1.6266 0.8315 -1.0811 0.264

=====

Version Q
5
Properties=species:S:1:pos:R:3:mulliken_charge:R:1 method="wB97M-V/def2-TZVPD" charge=0 smiles=N#[N+][O-].Cl e_lumo_ev=0.994 mol_weight_g_mol=80.474 homo_lumo_gap_ev=12.6
Cl 1.9697 -0.4598 -0.0827 -0.230
O -1.1038 -0.4104 -0.1174 -0.473
N -1.5306 1.6611 0.6742 -0.307
N -1.2329 0.6836 0.2321 0.794
H 1.8976 -1.4745 -0.7062 0.215

=====

Going by the energies, version P is most stable and the next is 0.093 eV up.

=====

Version P
14
Properties=species:S:1:pos:R:3:mulliken_charge:R:1 method="wB97M-V/def2-TZVPD" charge=+1 e_lumo_ev="-5.078 / -2.956" mol_weight_g_mol=86.118 homo_lumo_gap_ev="6.4 / 10.9"
N 3.6157 -0.4366 -0.1640 0.027
N 3.0181 0.3671 0.3697 -0.176
N -0.8156 0.5682 -0.0947 0.006
C 0.2889 -0.2284 0.4495 -0.268
C -2.1380 0.6207 0.4229 -0.872
C -0.3501 -0.7903 -0.7010 -0.186
H -2.8036 0.5683 -0.4939 0.326
H 4.6025 -0.5800 -0.2815 0.270
H 0.6050 -0.4589 1.4527 0.364
H -2.2993 -0.1742 1.0692 0.361
H -1.0406 -1.6738 -0.8410 0.255
H -0.5310 1.3726 -0.4725 0.254
H 0.1001 -0.6888 -1.6437 0.272
H -2.2522 1.5340 0.9284 0.366

=====

Version Q
14
Properties=species:S:1:pos:R:3:mulliken_charge:R:1 method="wB97M-V/def2-TZVPD" charge=+1 smiles="N[C@H]1CNC=[NH+]1" e_lumo_ev=-3.456 mol_weight_g_mol=86.118 homo_lumo_gap_ev=11.1
N 1.0326 0.7721 -0.1614 -0.137
N -0.7416 0.4595 -1.3788 -0.166
N 0.1234 -0.3746 1.8888 -0.613
C 0.4744 -0.5131 0.4828 0.196
C -0.7327 -0.7147 -0.4955 -0.732
C 0.2379 1.2791 -1.0321 -0.101
H -1.4946 0.9030 -1.8611 0.272
H 1.3214 -1.4387 0.1176 0.317
H 0.5716 2.2350 -1.3609 0.417
H 1.6580 1.3739 0.3825 0.286
H 0.6652 -1.0528 2.3708 0.283
H -1.6273 -0.6967 -0.0539 0.439
H -0.8926 -0.4508 2.0611 0.261
H -0.5956 -1.7814 -0.9599 0.279

=====

Going by the energies, version Q is most stable and the next is 5.135 eV up.

=====

Version P
14
Properties=species:S:1:pos:R:3:mulliken_charge:R:1 method="wB97M-V/def2-TZVPD" charge=+1 smiles=C1NCN2[NH2+][C@@H]12 e_lumo_ev=-3.336 mol_weight_g_mol=86.118 homo_lumo_gap_ev=10.9
N -1.3615 -0.1033 -0.6565 -0.089
N -0.9286 0.6046 0.4940 -0.255
N 1.0836 0.3119 -0.4279 -0.427
C 0.9209 -0.9152 0.2341 -0.545
C -0.7085 -0.8004 0.4379 0.012
C 0.2826 1.2673 0.1760 -0.486
H 0.5952 1.5508 1.1822 0.337
H -0.9267 -0.0480 -1.5825 0.299
H 2.1037 0.5180 -0.6359 0.294
H 1.2271 -0.8396 1.2163 0.368
H -2.3278 -0.4409 -0.6557 0.310
H 0.2901 2.1251 -0.4524 0.383
H -1.4460 -1.3803 0.9759 0.433
H 1.1958 -1.8502 -0.3057 0.367

=====

Version Q
14
Properties=species:S:1:pos:R:3:mulliken_charge:R:1 method="wB97M-V/def2-TZVPD" charge=+1 e_lumo_ev=-5.110 mol_weight_g_mol=86.118 homo_lumo_gap_ev=9.4
N -0.9891 -1.8906 0.9590 -0.336
N -1.0113 0.3958 0.6056 -0.024
N 1.2089 -0.6399 -0.0662 -0.411
C -1.1210 1.5385 0.0764 -0.443
C -0.5670 -0.7336 0.5560 0.454
C 1.4116 0.6333 -0.7462 -0.813
H -0.8459 2.4270 0.6498 0.360
H -1.9279 -2.1317 1.0949 0.239
H -0.4517 -2.7341 0.9891 0.242
H 0.7098 0.9327 -1.6161 0.279
H 1.0922 -1.5483 -0.5825 0.300
H 1.4260 1.4306 -0.0147 0.397
H 2.5191 0.6599 -0.9630 0.344
H -1.4537 1.6605 -0.9420 0.413

=====

Going by the energies, version P is most stable and the next is 0.210 eV up.

=====

Version P
9
Properties=species:S:1:pos:R:3:mulliken_charge:R:1 method="wB97M-V/def2-TZVPD" charge=+1 smiles=CNC#[NH+] e_lumo_ev=-5.391 mol_weight_g_mol=57.076 homo_lumo_gap_ev=11.0
N 1.0857 1.5158 -1.2010 -0.116
N 0.4767 -0.2057 0.5446 -0.206
C 0.7869 0.6581 -0.4373 0.451
C -0.8027 -0.8297 0.4312 -0.872
H -1.5592 -0.1303 0.0444 0.330
H -1.0401 -1.2105 1.4151 0.351
H -0.7193 -1.6153 -0.1864 0.353
H 0.6985 -0.0259 1.5420 0.362
H 1.0735 1.8435 -2.1526 0.346

=====

Version Q
9
Properties=species:S:1:pos:R:3:mulliken_charge:R:1 method="wB97M-V/def2-TZVPD" charge=+1 smiles="N=[N+]1CC1" e_lumo_ev=-5.949 mol_weight_g_mol=57.076 homo_lumo_gap_ev=10.4
N 1.8541 0.1214 0.0144 -0.454
N 0.6684 0.0249 -0.0230 0.485
C -0.9735 0.5313 -0.1806 -0.235
C -0.3217 -0.8760 0.1943 -0.306
H -0.4513 -1.2256 1.1491 0.297
H 2.1742 1.0777 -0.1653 0.330
H -0.3505 -1.7100 -0.4508 0.304
H -1.2998 1.1689 0.6035 0.288
H -1.3001 0.8873 -1.1415 0.291

=====

Version R
9
Properties=species:S:1:pos:R:3:mulliken_charge:R:1 method="wB97M-V/def2-TZVPD" charge=+1 e_lumo_ev=-4.548 mol_weight_g_mol=57.076 homo_lumo_gap_ev=11.8
N -0.4216 0.9120 0.0479 -0.132
N 0.0724 -0.9737 -0.0750 -0.200
C 0.8298 0.2596 -0.0367 -0.308
C -1.0405 -0.2675 0.0411 0.119
H -0.5862 1.8377 -0.0683 0.173
H 1.6636 0.6297 1.0548 0.317
H 1.3508 0.3448 -0.9036 0.327
H -1.9737 -0.7053 0.0091 0.405
H 0.1053 -2.0374 -0.0693 0.299

=====

Going by the energies, version P is most stable and the next is 0.818 eV up.

=====

Version P
12
Properties=species:S:1:pos:R:3:mulliken_charge:R:1 method="wB97M-V/def2-TZVPD" charge=0 smiles="O=CN(C=S)CO" e_lumo_ev=-0.757 mol_weight_g_mol=119.145 homo_lumo_gap_ev=8.9
S 1.1093 1.8876 1.7590 -0.324
O -0.6352 -1.7925 0.9884 -0.490
O -0.2880 -1.2375 -1.7639 -0.535
N 0.1394 0.2515 -0.1960 0.055
C 0.2246 -0.2090 -1.4359 0.143
C -0.7602 -0.4111 0.8186 -0.278
C 1.1372 1.4669 0.2515 0.126
H 0.8381 0.3515 -2.2266 0.210
H -0.5440 0.2548 1.8134 0.112
H -1.7614 -0.2633 0.3975 0.359
H -1.0233 -2.1473 0.2383 0.345
H 1.5636 1.8485 -0.6443 0.277

=====

Version Q
12
Properties=species:S:1:pos:R:3:mulliken_charge:R:1 method="wB97M-V/def2-TZVPD" charge=0 e_lumo_ev=0.724 mol_weight_g_mol=119.145 homo_lumo_gap_ev=9.8
S -1.1303 -0.8084 1.1323 0.021
O -0.2751 0.6521 -0.9243 -0.375
O -0.0626 -2.7646 2.3197 -0.422
N 0.4474 -0.9565 0.5181 -0.297
C 0.6645 -0.1467 -0.4104 0.118
C 0.2282 1.7470 -1.6677 -0.739
C -0.9596 -1.9710 2.3893 0.098
H 1.6176 -0.0658 -0.8999 0.394
H -1.6491 -1.8362 3.2297 0.284
H 0.9994 2.3218 -1.1470 0.358
H -0.5806 2.4287 -1.9044 0.248
H 0.7001 1.3993 -2.6354 0.311

=====

Version R
12
Properties=species:S:1:pos:R:3:mulliken_charge:R:1 method="wB97M-V/def2-TZVPD" charge=0 e_lumo_ev=-0.639 mol_weight_g_mol=119.145 homo_lumo_gap_ev=8.4
S -3.8711 -0.1276 -0.3691 -0.199
O 2.0734 -0.9304 -0.4087 -0.407
O -1.2743 0.2472 -0.1617 -0.224
N 0.5773 -0.9656 -0.2902 -0.387
C 0.9332 1.4074 -0.0476 -0.767
C 0.1041 0.1552 -0.1784 0.569
C -2.2945 -0.6343 0.2913 -0.084
H 0.4961 2.3771 -0.3457 0.324
H 2.1558 -1.8462 -0.0400 0.359
H 1.9430 1.1611 -0.6965 0.282
H -2.0328 -1.7965 1.0763 0.290
H 1.1895 0.9525 1.1702 0.245

=====

Version S
12
Properties=species:S:1:pos:R:3:mulliken_charge:R:1 method="wB97M-V/def2-TZVPD" charge=0 e_lumo_ev=-0.002 mol_weight_g_mol=119.145 homo_lumo_gap_ev=8.8
S 1.3859 -0.0026 -2.9911 -0.240
O -0.1377 -0.6622 -0.2988 -0.068
O -1.3269 0.5694 1.2524 -0.575
N -0.8103 -0.0546 -1.2463 -0.316
C 0.6829 -0.5505 1.9074 -0.741
C -0.4013 -0.2239 0.9763 0.707
C -0.1034 0.4489 -2.3436 -0.113
H -0.7191 1.3196 -2.8192 0.212
H -0.0800 -0.7240 2.8814 0.254
H 1.3966 -1.5382 1.5787 0.253
H -1.4112 1.0647 -0.9744 0.374
H 1.5245 0.3533 2.0772 0.253

=====

Going by the energies, version Q is most stable and the next is 0.244 eV up.